{
  "formula": "C50H37N8O3SiZr",
  "method": "ωB97M-V/def2-TZVPD",
  "symbols": ["H", "O", "C", "C", "H", "O", "C", "C", "C", "N", "H", "C", "C", "C", "C", "C", "H", "H", "H", "C", "H", "C", "H", "C", "C", "C", "C", "C", "C", "H", "H", "C", "H", "C", "C", "H", "C", "H", "Zr", "C", "C", "H", "C", "H", "H", "N", "N", "N", "O", "H", "C", "C", "C", "H", "H", "C", "H", "H", "H", "C", "H", "H", "H", "C", "C", "C", "Si", "H", "N", "C", "H", "H", "C", "C", "C", "C", "H", "H", "C", "H", "C", "C", "C", "C", "N", "H", "H", "H", "C", "C", "C", "C", "N", "H", "C", "N", "C", "H", "C", "H"],
  "coordinates": [[-2.8924, -1.1427, 5.4745], [0.2649, -1.9550, 0.5592], [-2.9251, -0.3442, -3.2512], [-3.9296, 2.0890, 1.4943], [-6.0038, -0.8379, 0.0668], [-1.9375, 0.9144, 1.0242], [1.9148, 2.7754, 4.5625], [3.3874, -0.1774, -3.0323], [3.0155, 0.1742, 0.7144], [-2.1851, -1.2282, -3.8994], [5.7527, 1.2060, -3.0336], [-0.3425, -2.7394, -0.2777], [2.6976, 0.0013, -0.7170], [-1.4794, -0.9765, 3.8695], [-0.3464, -0.4950, -2.5979], [-2.2537, -0.4816, 4.9093], [4.0176, 0.4419, 4.3154], [-0.5573, 2.6024, -0.4935], [1.7342, -0.5630, -4.3661], [-2.1861, 0.8647, 5.2305], [-1.3904, 2.7730, 4.7136], [-0.9064, -1.3066, -3.5922], [-3.0271, 1.0764, -1.6139], [3.6957, 0.3886, 3.2869], [-0.6363, 1.2589, 3.4103], [-3.3993, -1.3171, 0.0439], [-1.9255, 4.2423, -0.7184], [3.5903, 4.6985, 3.5189], [-0.3170, -4.8648, -1.5732], [4.7259, 0.1598, -1.3779], [-3.9535, -0.2516, -3.5707], [1.7255, -4.0529, -0.5784], [-0.1822, -6.7582, -2.5459], [-6.0581, 1.1159, 0.9180], [4.2600, -0.8204, -5.2895], [-1.5035, -2.0328, 3.6214], [3.9754, 1.0894, 1.1588], [-2.7520, 1.2435, 6.0696], [-0.3472, -0.0610, 0.4898], [-1.0646, 3.4335, 0.0023], [2.5971, 4.1386, 2.7334], [-1.2899, 4.9247, 3.0139], [-3.2463, 0.9517, 1.0266], [-2.8276, 6.3638, 1.7432], [4.4996, 4.7559, 5.4592], [-1.1261, 0.3036, -1.8421], [-1.5998, -2.5640, -0.5899], [-2.1103, -1.4294, 0.0057], [0.8138, 1.4564, 1.0134], [0.0536, -0.5505, 2.4350], [1.0982, -0.3868, -2.3258], [2.8994, 3.3349, 5.3560], [-0.6480, -0.1171, 3.1643], [3.4083, -1.4570, -5.4650], [1.2674, 2.0148, 4.9770], [2.6673, -0.4560, 2.8746], [4.4528, 1.7898, 0.4894], [2.2273, -3.2863, -0.0013], [2.2076, -7.0686, -2.0215], [1.7331, 3.1731, 3.2407], [2.1186, -1.0645, 3.5841], [-5.7987, 3.0502, 1.8000], [-1.3696, -4.7267, -1.7586], [6.5084, 0.6473, -4.9537], [-1.4617, 4.7287, 1.9664], [3.7390, 4.3071, 4.8377], [0.3344, 2.4038, 2.2103], [-0.3240, -2.0453, -4.1252], [1.4116, -0.1707, -1.0422], [4.4116, -0.1249, -4.0867], [7.4333, 1.1999, -4.8618], [5.1535, -1.2118, -7.2095], [3.7028, 0.0122, -1.6840], [-2.3274, 5.5427, 1.2509], [0.3662, -3.8947, -0.8414], [-5.4275, -0.0205, 0.4771], [-3.2386, 5.9302, -0.6513], [2.4816, 4.4505, 1.7060], [5.5769, 0.6279, -3.9266], [-2.1033, 4.0530, -1.7689], [2.0443, -0.4118, -3.3442], [-1.4092, 1.7227, 4.4692], [2.3862, -5.1870, -1.0118], [-5.3002, 2.1636, 1.4402], [6.3445, 0.0054, -6.0953], [3.0128, 3.0127, 6.3800], [3.4355, -5.3146, -0.7911], [-4.0277, -2.1289, -0.3290], [5.2459, -0.7067, -6.2579], [-0.8189, 3.6572, 1.3568], [1.6981, -6.1678, -1.7109], [-2.5622, 5.3015, -0.0912], [2.3353, -0.5674, 1.5968], [4.2510, 5.4466, 3.1058], [-4.0292, -0.1350, 0.5313], [4.3165, 1.1753, 2.4283], [-2.4090, 0.4004, -2.1928], [-3.3440, 2.9013, 1.8911], [0.3519, -5.9965, -2.0011], [-7.1302, 1.2025, 0.8593]],
  "forces_ev_per_a": [[0.0, -0.1, 0.0], [0.5, -1.1, 0.5], [0.1, 0.3, 0.3], [0.5, -0.2, 0.0], [0.0, -0.1, 0.0], [-1.0, 0.5, -0.1], [-0.2, -0.1, 0.1], [-0.4, -0.1, 0.4], [0.6, 0.1, 0.7], [-0.1, -0.2, -0.3], [0.0, 0.1, 0.1], [-1.7, -0.7, -0.3], [0.2, 0.1, -0.3], [0.2, -0.3, -0.2], [-0.4, 0.1, -0.4], [0.1, 0.0, -0.1], [-0.1, 0.0, 0.2], [-0.2, 0.4, 0.0], [-0.1, 0.1, -0.1], [-0.1, -0.1, 0.0], [0.0, 0.2, 0.1], [0.3, 0.4, 0.3], [0.0, -0.1, 0.0], [-0.1, -0.2, -0.1], [0.5, 0.2, -0.3], [0.6, -0.3, 0.1], [0.0, -0.1, -0.1], [0.1, 0.1, -0.2], [0.1, 0.1, 0.1], [0.1, -0.1, 0.1], [-0.1, 0.1, 0.1], [-0.2, 0.2, 0.1], [-0.1, -0.1, -0.1], [-0.1, 0.0, 0.0], [0.1, 0.2, 0.3], [0.0, 0.1, 0.0], [-0.3, -0.4, -0.5], [-0.1, 0.1, 0.0], [0.5, 0.8, -1.6], [0.2, -0.1, -0.2], [-0.1, 0.0, -0.2], [0.0, 0.1, 0.2], [-1.6, 0.0, 0.0], [0.0, 0.1, 0.1], [0.1, 0.0, 0.0], [0.3, -0.5, -0.3], [0.1, -0.8, -0.4], [-0.4, -0.4, 0.2], [0.0, -0.2, -0.3], [0.2, -0.3, 1.0], [0.5, -0.2, -0.2], [0.1, 0.0, 0.1], [-0.2, 0.2, 0.5], [-0.1, -0.1, -0.1], [0.0, 0.0, 0.1], [0.3, -0.1, 0.0], [0.1, 0.0, -0.2], [0.1, 0.0, 0.0], [0.0, 0.0, 0.0], [-0.6, -0.2, -0.4], [0.0, 0.0, 0.0], [0.0, 0.1, 0.0], [-0.1, 0.0, -0.1], [0.0, 0.1, 0.3], [0.1, -0.1, 0.0], [-0.1, -0.1, 0.0], [-0.5, 1.6, 1.6], [0.2, 0.0, 0.0], [0.3, 0.1, -0.7], [0.5, 0.0, -0.4], [0.0, 0.1, 0.1], [-0.1, -0.1, 0.0], [-0.4, 0.0, -0.1], [-0.1, 0.1, 0.1], [0.3, -0.1, 0.0], [0.1, 0.0, 0.0], [0.0, 0.1, 0.0], [0.0, 0.2, -0.2], [-0.2, -0.1, -0.1], [0.0, 0.0, -0.1], [-0.1, 0.0, 0.4], [0.1, 0.0, -0.1], [0.1, -0.1, 0.0], [-0.1, -0.1, -0.1], [0.4, 0.0, -0.4], [0.0, 0.0, 0.1], [0.1, 0.0, 0.0], [0.2, 0.0, 0.0], [-0.3, -0.2, 0.0], [0.5, -0.3, 0.2], [0.0, 0.1, 0.0], [-0.1, 0.0, 0.0], [0.3, 0.2, -0.1], [0.0, 0.1, -0.1], [0.3, 0.6, 0.3], [0.3, 0.2, 0.3], [-0.1, 0.2, -0.2], [0.1, 0.1, 0.0], [0.0, 0.0, 0.0], [-0.1, 0.0, 0.0]],
  "mulliken_charge": [0.463, -0.443, -0.967, -0.713, 0.469, 1.972, -0.271, 0.715, 0.567, -0.560, 0.463, 0.567, -0.841, -0.902, 0.795, -0.843, 0.456, -0.056, 0.801, -0.804, 0.489, -0.409, 0.749, -0.711, 1.227, -1.298, -0.452, -0.691, -0.556, 0.923, 0.430, -0.041, 0.446, -0.949, -0.584, 0.543, -0.503, 0.460, -1.275, -0.244, -0.457, 0.361, -0.286, 0.441, 0.417, 0.119, -1.294, 1.342, -0.300, -0.993, -0.753, -0.755, 1.055, 0.436, 0.393, -0.255, 0.471, 0.508, 0.419, 0.682, 0.599, 0.515, 0.492, -0.469, -0.513, -0.587, -0.547, 0.550, 1.269, 0.601, 0.393, 0.383, -0.726, -0.635, 0.782, -0.984, 0.432, 0.464, -0.530, 0.524, -0.767, 0.401, -0.986, -0.975, -0.581, 0.445, 0.453, 0.386, -0.423, 0.658, -0.399, -0.716, 0.288, 0.434, 1.313, -0.466, -0.185, 0.505, -0.805, 0.431],
  "charge": 1,
  "e_above_lowest_kcal_mol": 65.1,
  "e_homo_ha": -0.3896,
  "homo_lumo_gap_ev": 6.828
}